1.
C45H62N6O5Ti | wB97M-V/def2-TZVPD

Output
Max |F| ... 0.0134 Eh/bohr
Total energy ... -89967.1973 eV
LUMO (spin up / spin down) ... -0.16 / -2.09 eV
2S+1 ... 3
Gap between HOMO and LUMO (spin up / spin down) ... 4.801 / 4.982 eV

Each line ends with the Löwdin charge.
Atoms and positions in Å:
Ti (0.0784, -0.1932, -0.1573)  1.24
O (-1.5348, -1.3994, -0.2165)  -0.14
O (1.0782, -2.0531, -2.3361)  -0.06
O (0.9543, -1.4660, -1.0715)  -0.32
O (-3.0888, -2.7992, -0.9672)  0.06
O (-0.8696, 0.0892, -2.1601)  -0.05
N (-1.5108, 1.1374, 0.4772)  0.05
N (-0.6138, -4.1765, -1.7385)  -0.03
N (-2.2384, 0.0262, -3.9279)  -0.12
N (-0.0729, -0.8830, 1.8583)  0.06
N (0.7827, 1.7357, -0.9939)  0.07
N (2.2518, -0.0438, 0.6075)  0.06
C (2.8170, -1.0453, 1.3976)  -0.21
C (0.1006, 4.6879, -3.1937)  -0.20
C (-2.0556, 2.1701, -0.2843)  -0.21
C (3.1261, 3.5738, -3.2760)  -0.19
C (-2.4211, -0.2455, 2.2602)  0.04
C (-3.7314, 1.5392, 1.0910)  -0.11
C (2.0241, 1.9736, -1.5401)  -0.21
C (1.5410, -2.6834, 5.6221)  -0.08
C (-1.1892, -6.1606, -0.5549)  -0.16
C (4.2710, -1.1268, 1.1725)  -0.12
C (-4.3196, 3.4691, -0.4851)  -0.19
C (0.7558, -3.3846, 4.5109)  -0.19
C (-2.2849, -2.2761, 4.5463)  -0.19
C (-4.0451, 4.8486, 0.1210)  -0.08
C (-4.9004, 2.0255, 3.2669)  -0.08
C (-1.2796, -0.9867, 2.5278)  -0.20
C (-3.4148, -0.0952, -3.0714)  -0.01
C (0.1692, 0.2966, -4.2930)  0.03
C (-1.0128, 0.1092, -3.3805)  -0.44
C (-4.9874, 1.3755, 1.8828)  -0.18
C (3.2718, 0.4028, -0.1518)  -0.21
C (1.9737, 3.0687, -2.4690)  -0.14
C (-2.5056, 0.7482, 1.3118)  -0.20
C (5.8794, 0.1382, -0.3613)  -0.19
C (-1.5584, -4.9642, 0.3481)  -0.11
C (-3.4562, 2.4033, 0.1056)  -0.12
C (-0.1907, -5.5718, -1.5554)  -0.19
C (6.4257, 1.4434, 0.2236)  -0.08
C (3.1895, 1.3118, -1.1863)  0.04
C (-0.0231, 2.6870, -1.5383)  -0.21
C (-2.4473, 0.1459, -5.3615)  -0.05
C (0.6796, 3.5176, -2.4612)  -0.15
C (3.3610, 2.7407, -4.5391)  -0.09
C (4.5557, -0.2329, 0.2211)  -0.11
C (0.7626, -1.7344, 2.5086)  -0.20
C (2.1512, -1.8663, 2.2248)  0.04
C (-1.9655, -2.5640, -0.5383)  -0.55
C (0.1014, -2.4219, 3.5704)  -0.14
C (5.1892, -2.0210, 1.9388)  -0.18
C (5.4911, -1.4850, 3.3414)  -0.08
C (-2.4285, -1.2344, 5.6598)  -0.08
C (0.0058, 5.9410, -2.3201)  -0.08
C (-1.4027, 2.8687, -1.2238)  0.04
C (-1.1848, -1.9501, 3.5884)  -0.12
C (-0.9875, -3.7274, -0.3768)  -0.24
H (4.1000, 1.5774, -1.7038)  0.10
H (-5.2141, 0.3109, 1.9851)  0.11
H (2.4928, 2.7896, -5.2001)  0.07
H (-0.0074, -4.0286, 4.9536)  0.10
H (-3.2700, -1.4700, 6.3141)  0.07
H (0.9984, 6.2511, -1.9881)  0.08
H (-4.1629, 3.5064, -1.5666)  0.11
H (-3.5170, 0.2080, -5.5449)  0.09
H (-0.1598, -6.0929, -2.5125)  0.11
H (-0.4509, 6.7730, -2.8599)  0.07
H (-2.9979, 5.1296, -0.0043)  0.07
H (2.0360, -3.4044, 6.2755)  0.07
H (-0.5893, 5.7462, -1.4253)  0.06
H (6.5936, 1.3429, 1.2974)  0.07
H (5.7894, 0.2298, -1.4469)  0.11
H (0.2009, 1.3424, -4.6147)  0.09
H (-1.4757, -4.1769, -2.2812)  0.13
H (6.0158, -0.5294, 3.2841)  0.07
H (-4.0402, 1.6507, 3.8249)  0.06
H (-2.0618, -0.7194, -5.9041)  0.09
H (6.5909, -0.6706, -0.1852)  0.10
H (1.0667, 0.0731, -3.7259)  0.08
H (0.5230, -2.8816, -2.2290)  0.06
H (3.5222, 1.6905, -4.2864)  0.07
H (2.9480, 4.6160, -3.5510)  0.11
H (2.7023, -2.6211, 2.7679)  0.11
H (1.4221, -4.0522, 3.9572)  0.11
H (-5.3690, 3.2063, -0.3378)  0.11
H (-0.8915, 4.4345, -3.5804)  0.11
H (7.3714, 1.7198, -0.2455)  0.07
H (-2.0967, -3.2568, 4.9886)  0.10
H (-1.1159, -5.0532, 1.3410)  0.11
H (-2.6362, -4.8687, 0.4624)  0.11
H (0.7143, 4.9001, -4.0727)  0.10
H (2.3032, -2.0228, 5.2033)  0.06
H (0.8782, -2.0679, 6.2332)  0.07
H (-4.6637, 5.6143, -0.3504)  0.07
H (4.0337, 3.5764, -2.6669)  0.11
H (-2.0723, -6.5168, -1.0892)  0.11
H (5.7195, 2.2632, 0.0782)  0.07
H (6.1217, -2.1407, 1.3836)  0.10
H (-4.2586, 4.8480, 1.1912)  0.07
H (-3.1065, -0.3223, -2.0574)  0.07
H (0.8216, -5.5689, -1.1427)  0.12
H (-0.7793, -7.0048, 0.0002)  0.10
H (-4.7854, 3.1074, 3.1780)  0.07
H (-3.9895, 0.8362, -3.0834)  0.09
H (-2.5875, -0.2376, 5.2441)  0.06
H (4.5700, -1.3199, 3.9034)  0.06
H (-1.9342, 3.6509, -1.7489)  0.11
H (6.1135, -2.1836, 3.9035)  0.07
H (-3.2975, -0.4484, 2.8588)  0.11
H (-4.0461, -0.9102, -3.4267)  0.10
H (4.7501, -3.0196, 2.0133)  0.11
H (4.2310, 3.0961, -5.0947)  0.07
H (0.1248, -0.3336, -5.1810)  0.09
H (-3.2300, -2.3674, 4.0044)  0.11
H (-5.8209, 1.8110, 1.3276)  0.11
H (-1.9839, 1.0474, -5.7649)  0.09
H (-1.5243, -1.1927, 6.2697)  0.07
H (-0.0864, -3.3740, 0.1222)  0.13
H (-5.7993, 1.8248, 3.8524)  0.07

2.
C6H8O3P | wB97M-V/def2-TZVPD

Output
Max |F| ... 0.0969 Eh/bohr
Charge ... -1
Total energy ... -21783.8223 eV
LUMO ... 2.73 eV
SMILES ... C[P@@](=O)([O-])CCC=C=C=O
Gap between HOMO and LUMO ... 7.739 eV

Each line ends with the natural charge from an NBO analysis.
Atoms and positions in Å:
P (1.0368, -0.2252, -1.3301)  2.19
O (1.4791, 0.5114, -2.5465)  -1.17
O (1.1412, -1.7290, -1.2729)  -1.17
O (-3.3113, -4.8216, 0.7205)  -0.55
C (-2.5163, -3.9350, 0.6439)  0.61
C (-1.0158, -1.7982, 0.5592)  0.09
C (-1.4409, -0.4160, 0.2070)  -0.46
C (-1.9514, -2.8019, 0.5825)  -0.41
C (1.6904, 0.5675, 0.1684)  -1.02
C (-0.7691, 0.1338, -1.0575)  -0.80
H (-0.9574, 1.1741, -1.2613)  0.22
H (0.9729, 0.1973, 0.8510)  0.20
H (-0.1289, -1.9294, 1.0315)  0.20
H (1.5867, 1.5933, 0.2568)  0.21
H (-1.2613, 0.1854, 1.0480)  0.21
H (-1.3006, -0.3499, -1.8760)  0.22
H (2.6080, 0.2702, 0.5218)  0.22
H (-2.5139, -0.3714, 0.1304)  0.21

3.
C3H15N2O3 | wB97M-V/def2-TZVPD

Output
Max |F| ... 0.0274 Eh/bohr
Charge ... +1
Total energy ... -12471.7718 eV
LUMO ... -2.52 eV
Gap between HOMO and LUMO ... 11.714 eV

Each line ends with the natural charge from an NBO analysis.
Atoms and positions in Å:
O (2.4251, 1.4331, -3.3345)  -0.96
O (-3.2996, -3.4189, 0.0298)  -0.97
O (-0.2982, 0.2936, -1.9295)  -0.97
N (-1.0457, -1.0660, 0.2586)  -0.72
N (0.7462, 0.0826, 1.1464)  -0.52
C (0.9567, 2.4641, 1.8134)  -0.64
C (-0.3589, -0.6203, 1.2765)  0.40
C (1.1799, 1.0205, 2.1993)  -0.22
H (1.0394, 0.3529, 0.2083)  0.42
H (1.1364, 2.6532, 0.7592)  0.22
H (2.2176, 0.8333, 2.4583)  0.22
H (-0.7812, 0.8209, -2.5826)  0.50
H (-3.3043, -4.0250, -0.7241)  0.49
H (0.4284, -0.0008, -2.5104)  0.51
H (-0.0237, 2.8683, 2.0566)  0.23
H (2.0079, 2.2010, -3.7540)  0.48
H (2.9485, 1.0564, -4.0538)  0.48
H (-4.1859, -3.0810, 0.1745)  0.49
H (-1.7355, -1.7757, 0.4518)  0.45
H (0.6124, 0.7875, 3.0933)  0.21
H (1.6874, 3.1008, 2.3129)  0.24
H (-0.7909, -0.7764, -0.7034)  0.45
H (-0.7495, -0.7795, 2.2729)  0.22

4.
C5H12Si2 | wB97M-V/def2-TZVPD

Output
Max |F| ... 0.0973 Eh/bohr
Total energy ... -21133.6291 eV
LUMO ... 0.95 eV
SMILES ... C[Si]1(C)C=C[SiH2]C1
Gap between HOMO and LUMO ... 10.397 eV

Each line ends with the natural charge from an NBO analysis.
Atoms and positions in Å:
Si (-0.3198, -0.3568, -0.3680)  1.58
Si (1.6419, 1.4392, 1.4432)  1.10
C (-0.0216, -1.1861, -1.9804)  -1.14
C (0.3732, -1.0712, 1.2274)  -0.67
C (0.6891, 1.5108, -0.1719)  -1.29
C (-2.2967, -0.3550, 0.0593)  -1.05
C (1.2341, -0.3903, 2.0497)  -0.51
H (-0.3879, -2.1900, -2.0479)  0.25
H (1.6211, -0.7847, 2.9059)  0.19
H (1.2066, 2.2623, 2.4513)  -0.19
H (-2.6456, 0.6998, 0.0339)  0.23
H (0.9445, -1.1963, -2.4058)  0.25
H (1.3877, 1.4386, -1.0987)  0.26
H (-0.6167, -0.6102, -2.6803)  0.25
H (0.0857, 2.4490, -0.1894)  0.26
H (3.0879, 1.3821, 1.1275)  -0.17
H (-2.9811, -0.9542, -0.6798)  0.23
H (0.2940, -2.2015, 1.4841)  0.21
H (-2.4708, -0.7843, 0.9924)  0.23

The following relative energy (zero: lowest compared OMol25 entry of this formula, charge and spin) values (in kcal per mole) correspond, in order, to the records above: 0.0, 0.0, 1.5, 15.1.